Density functional theory data (wB97M-V/def2-TZVPD) for the molecule C5H10ClNO at a distorted geometry.

The value obtained for the HOMO energy is -10.06 eV. For the gap between HOMO and LUMO, the calculation gives 10.6 eV. The charge is 0. Its SMILES is C[C@]1(Cl)[C@@H](N)C[C@@H]1O.

Each line ends with the Löwdin charge.
Positions of all 18 atoms, in Å:
C1 -1.77804 -1.03000 -0.35480  -0.07
C2 -0.61085 -0.04224 -0.39141  -0.62
Cl1 -0.90663 1.12907 -1.90268  0.57
C3 0.87798 -0.31627 -0.16713  -0.48
N1 1.56920 -1.20049 -1.09004  0.05
C4 1.04565 0.99763 0.34833  -0.17
C5 -0.46102 1.04083 0.68795  -0.40
O1 -0.85775 0.58209 1.99120  -0.09
H1 -1.51661 -1.74773 -1.14677  0.07
H2 -2.65467 -0.31312 -0.85432  0.12
H3 -1.93244 -1.38181 0.67945  0.08
H4 1.04874 -1.05299 0.77459  0.19
H5 1.71734 -0.58146 -1.89758  0.07
H6 2.47335 -1.29281 -0.59027  0.09
H7 1.17333 1.91547 -0.39218  0.14
H8 1.86480 1.16523 1.16226  0.14
H9 -1.04574 1.88008 0.49979  0.10
H10 -0.00665 0.24852 2.64361  0.21

---

Density functional theory data (wB97M-V/def2-TZVPD) for a structure of composition C24H33Cl2N4O3Zn at a distorted geometry.

The value obtained for the HOMO energy is -4.35 eV. For the gap between HOMO and LUMO, the calculation gives 6.6 eV. The charge is -1.

Each line ends with the Löwdin charge.
Positions of all 67 atoms, in Å:
O1 -1.00385 -0.75759 -1.67306  -0.29
C1 -0.31882 -1.50272 -2.61435  -0.42
C2 -0.81203 -2.95096 -2.56713  -0.18
C3 -1.39066 -3.48629 -1.41145  -0.07
H1 -1.45256 -2.86702 -0.50592  0.01
C4 -1.80387 -4.82151 -1.39667  -0.09
H2 -2.23721 -5.22199 -0.47133  0.10
C5 -1.63446 -5.60316 -2.55319  -0.12
H3 -1.95272 -6.64874 -2.54955  0.08
C6 -1.06606 -5.05398 -3.71657  -0.11
H4 -0.93620 -5.65044 -4.62444  0.09
C7 -0.65985 -3.71713 -3.72157  -0.06
H5 -0.18801 -3.23275 -4.58645  0.12
H6 -0.59681 -1.04353 -3.58539  0.12
C8 1.72863 -0.03378 -3.03987  -0.09
C9 1.23394 -1.39055 -2.62159  -0.27
H7 2.78440 -0.03353 -3.34069  0.07
H8 1.67876 0.68180 -2.20556  0.02
H9 1.07115 0.39111 -3.81761  0.07
C10 2.00357 -2.38666 -2.11779  -0.16
C11 3.48108 -2.35469 -1.88734  -0.17
H10 1.53105 -3.29951 -1.75878  0.11
H11 3.97370 -3.13689 -2.47983  0.06
H12 3.75124 -2.57980 -0.84339  0.05
H13 3.93105 -1.39332 -2.16480  0.05
Zn1 0.03776 -0.21018 0.04361  0.25
Cl1 -0.48380 -1.93211 1.48991  0.09
Cl2 2.35256 -0.35945 0.13405  0.26
H14 -5.27417 -1.76521 -0.23208  0.08
H15 -4.59938 -1.00713 2.29305  0.08
C12 -4.18185 -1.78617 -0.33812  -0.05
C13 -3.56470 -0.98074 1.93007  -0.09
N1 -3.56143 -0.77283 0.48965  -0.18
H16 -3.90248 -1.59982 -1.37870  0.09
C14 -2.95387 0.28972 -0.06736  -0.33
O2 -2.04497 0.94351 0.47379  -0.07
H17 -3.01301 -0.17042 2.41221  0.08
H18 -3.29088 0.54479 -1.09121  0.13
H19 -3.83363 -2.77915 -0.03201  0.08
H20 -3.08673 -1.93933 2.15841  0.04
H21 0.60697 5.07113 -1.85418  0.09
H22 -1.87604 4.90227 -3.01797  0.09
C15 0.75024 4.16278 -2.45232  -0.03
C16 -1.55974 3.91264 -3.36601  -0.06
N2 -0.48390 3.39581 -2.54705  -0.18
H23 1.53755 3.55489 -1.99350  0.10
C17 -0.61407 2.24811 -1.86158  -0.28
O3 0.24089 1.86748 -1.04364  -0.08
H24 -2.40062 3.21645 -3.30331  0.09
H25 -1.51302 1.65008 -2.09525  0.13
H26 1.03487 4.48036 -3.46025  0.08
H27 -1.22762 3.99706 -4.40589  0.09
N3 0.84705 2.68123 3.01574  0.10
C18 0.31440 2.21087 1.84677  -0.12
N4 0.69198 0.95236 1.65998  -0.07
C19 1.51076 0.56543 2.71313  -0.29
C20 2.17598 -0.62517 3.01632  -0.11
C21 2.91187 -0.70346 4.20966  -0.09
C22 2.98414 0.41224 5.08982  -0.11
C23 2.32201 1.62084 4.77492  -0.05
C24 1.61075 1.65477 3.59193  -0.21
H28 0.69234 3.61557 3.36915  0.14
H29 -0.33229 2.79255 1.17577  0.13
H30 2.09448 -1.46495 2.32612  0.02
H31 3.44040 -1.63779 4.48913  0.10
H32 3.56530 0.32579 6.02289  0.09
H33 2.32810 2.52834 5.38974  0.10

---

Density functional theory data (wB97M-V/def2-TZVPD) for the ion C4H10NOS with charge -1 at a distorted geometry.

The value obtained for the HOMO energy is -2.34 eV. For the gap between HOMO and LUMO, the calculation gives 5.3 eV. The charge is -1. Its SMILES is [O-]CNCCCS.

Each line ends with the Löwdin charge.
Positions of all 17 atoms, in Å:
O1 1.24825 -1.34353 -3.28987  -0.31
C1 0.55867 -1.54397 -2.19849  -0.63
N1 0.22409 -0.28662 -1.38668  -0.08
C2 0.31407 -0.48044 0.14584  -0.29
C3 -0.88219 0.07023 0.92721  -0.29
C4 -0.76184 1.63692 1.00265  -0.51
S1 0.69742 2.15345 2.06492  0.64
H1 -0.40379 -2.20313 -2.19565  0.08
H2 1.13741 -2.04105 -1.30126  0.06
H3 0.95027 0.39683 -1.66312  0.07
H4 1.22587 0.02739 0.42680  0.06
H5 0.33986 -1.52504 0.52000  0.09
H6 -1.81211 -0.12907 0.37056  0.10
H7 -0.89186 -0.48850 1.87120  0.09
H8 -0.54496 2.11555 0.04124  0.06
H9 -1.69027 2.01907 1.49258  0.06
H10 0.29112 1.62191 3.17208  -0.21

---

Density functional theory data (wB97M-V/def2-TZVPD) for a structure of composition C27H23N6Pd.

As for the expectation value of S²: 2.005. The value obtained for the HOMO energy (spin up / spin down) is -9.76 / -10.75 eV. For the gap between HOMO and LUMO (spin up / spin down), the calculation gives 7.6 / 7.4 eV. As for the multiplicity: 3. The charge is +1.

Each line ends with the Löwdin charge.
Positions of all 57 atoms, in Å:
Pd1 0.05095 0.31344 -0.22833  0.98
C1 -0.86280 -0.94201 2.59835  -0.11
N1 -0.30903 0.35948 2.22013  -0.09
C2 -1.10222 1.52692 2.59599  -0.12
C3 -1.91130 2.07219 1.45448  -0.31
N2 -1.64673 1.88199 0.18715  0.09
C4 -2.54772 2.68631 -0.50539  -0.21
C5 -2.69691 2.91499 -1.87088  -0.01
C6 -3.68313 3.79236 -2.26837  -0.07
C7 -4.51102 4.43809 -1.33901  -0.07
C8 -4.36688 4.23669 0.01831  -0.01
C9 -3.36781 3.35555 0.40894  -0.18
N3 -2.93685 2.93440 1.65506  0.17
C10 -1.50176 -1.64254 1.43931  -0.29
N4 -1.18075 -1.41887 0.19134  0.07
C11 -1.88444 -2.35098 -0.56475  -0.19
C12 -1.89500 -2.59049 -1.93651  0.00
C13 -2.69452 -3.61646 -2.39313  -0.07
C14 -3.46893 -4.39214 -1.51805  -0.07
C15 -3.46033 -4.17413 -0.15615  -0.01
C16 -2.64924 -3.14231 0.29918  -0.18
N5 -2.38435 -2.65988 1.56996  0.18
H1 -0.04531 -1.57997 2.94642  0.14
H2 -1.57093 -0.85432 3.42992  0.13
H3 0.62769 0.45058 2.58227  0.10
H4 -1.75631 1.31369 3.44946  0.13
H5 -0.42020 2.32070 2.91186  0.14
H6 -2.03971 2.44957 -2.59020  0.09
H7 -3.82030 3.99859 -3.32065  0.11
H8 -5.27268 5.11832 -1.69432  0.11
H9 -4.99746 4.74583 0.73384  0.12
H10 -3.29130 3.23528 2.54655  0.17
H11 -1.27889 -2.01021 -2.60765  0.09
H12 -2.72365 -3.83830 -3.45082  0.11
H13 -4.08063 -5.18748 -1.92091  0.11
H14 -4.04995 -4.78212 0.51592  0.12
H15 -2.75276 -3.01322 2.43604  0.17
C17 -0.29933 0.23458 -4.74930  -0.05
C18 1.01614 -0.02133 -5.11457  -0.04
C19 1.96764 -0.19918 -4.13072  0.01
C20 1.60386 -0.10674 -2.78494  -0.21
N6 0.32892 0.15994 -2.45037  0.01
C21 -0.59007 0.31336 -3.40350  -0.16
C22 2.54171 -0.32431 -1.66576  -0.21
C23 3.89754 -0.57804 -1.88194  -0.03
C24 4.73978 -0.82535 -0.81443  -0.08
C25 4.23528 -0.83144 0.47650  -0.09
C26 2.88870 -0.57181 0.69429  -0.13
C27 2.02052 -0.29546 -0.35989  -0.18
H16 -1.07993 0.36434 -5.48455  0.11
H17 1.29334 -0.09124 -6.15772  0.12
H18 2.98879 -0.41684 -4.40128  0.11
H19 -1.60287 0.48860 -3.05946  0.10
H20 4.31301 -0.58643 -2.88017  0.10
H21 5.78904 -1.02061 -0.98998  0.11
H22 4.89230 -1.03710 1.31201  0.11
H23 2.52220 -0.59238 1.71754  0.07

---

These records have relative energy (zero: lowest compared OMol25 entry of this formula, charge and spin) values of 77.91; 0.00; 78.59; 0.00 kcal/mol, in the order they appear.